Entry 1:
Entry from the OMol25 dataset: C41H83N3O2S as an isolated structure (wB97M-V/def2-TZVPD).

Structure (XYZ):
```
130
C41H83N3O2S wB97M-V/def2-TZVPD
N 0.391 -0.281 0.083
H -4.388 6.401 -1.519
H 0.565 9.693 -1.629
C -4.632 -0.965 2.013
H -1.132 7.456 0.970
H -0.112 11.085 0.267
C -5.210 4.839 -0.295
H -6.313 0.354 1.858
H 6.408 0.314 1.469
C 3.559 3.788 -3.956
H 3.935 -8.620 2.109
C 3.985 2.511 -3.269
C 2.422 -0.072 -1.004
H 0.842 -5.692 -0.965
H 1.327 -4.239 -2.967
C -5.644 0.480 3.895
H 4.888 2.695 -2.682
N 4.627 0.049 -2.154
H 2.781 10.587 -0.603
C 2.591 -9.805 3.351
H 4.268 1.827 -4.062
H 2.055 10.735 0.999
H 3.481 9.732 0.771
H -4.312 4.719 0.318
H -6.118 1.452 4.055
H 1.934 -11.087 1.757
C -6.547 -0.610 4.464
H -1.593 10.301 2.014
H 5.541 1.849 -0.443
C 1.273 -9.111 1.250
H -6.221 3.160 0.624
C -4.837 5.414 -1.662
H -4.704 0.505 4.454
C 2.979 1.805 -2.370
C 0.784 1.732 -1.273
C -0.915 -8.126 -2.127
C 1.964 -6.944 -2.321
H -0.351 -8.121 -1.193
H 4.548 -0.748 -2.769
H 3.057 -4.368 -2.624
H -1.333 -8.319 1.926
C 2.541 10.042 0.312
H -7.507 -0.630 3.943
C 2.061 -4.391 -2.174
H -3.684 5.054 -3.434
O 3.666 3.951 -5.139
H -2.095 0.000 1.300
H -4.399 3.609 -2.765
C 0.343 9.198 -0.678
H 1.524 -7.359 2.495
C -0.508 -6.971 -3.037
H 6.247 -0.955 -1.351
H 3.493 4.800 -2.324
H -2.230 6.096 -0.787
H 0.528 -9.497 0.547
H -1.973 -8.065 -1.870
H -3.410 -1.241 3.779
H 1.872 -7.836 -1.694
C -2.571 4.201 -1.806
C -1.723 5.427 -1.483
C 6.248 1.027 -0.574
H 2.975 -6.975 -2.739
H 0.642 -10.501 2.775
C 3.969 -9.477 2.783
H 2.207 8.148 -0.641
H -4.787 1.181 2.053
C -0.974 9.556 1.507
H 4.372 -10.326 2.228
H 4.977 -0.680 -0.171
C -0.581 10.106 0.137
H -5.344 2.733 -0.840
H -5.751 5.582 -2.240
H -0.187 8.277 -0.938
H 2.171 -8.915 0.657
C 7.035 0.785 0.711
C -5.364 0.320 2.403
H -2.876 -2.132 2.373
H 0.642 -7.080 1.012
C 1.142 0.484 -0.720
H -6.874 3.610 -0.953
H -0.085 9.426 2.132
C 0.769 -7.792 1.833
H 7.425 1.711 1.127
H 2.221 -8.953 3.929
H -1.309 -0.282 2.849
H 2.555 -5.786 -0.622
H -1.998 3.541 -2.464
H -1.133 -6.986 -3.934
H -4.482 -0.958 0.929
H -0.745 -9.087 -2.618
C 1.658 8.835 0.009
H -2.756 3.632 -0.890
N 2.607 -1.257 -0.404
C 1.829 -5.706 -1.437
H 4.672 -9.236 3.582
C -2.268 -0.072 2.374
H 1.414 3.310 -2.483
H 1.461 8.285 0.933
H -0.719 -6.022 -2.537
C 3.352 0.597 -1.850
H 2.687 -10.632 4.059
H 1.133 -7.951 -4.021
H -0.777 5.133 -1.023
S 1.278 -1.576 0.416
H -2.646 8.355 0.829
C 5.505 -0.229 -1.013
C -3.894 4.539 -2.491
H -0.891 -6.953 2.950
C -3.281 -1.168 2.696
C 1.571 -10.199 2.284
C 0.957 -7.022 -3.469
H -0.469 -8.587 3.443
H -2.032 7.894 2.418
H -0.178 2.179 -1.070
H 1.987 -3.547 -1.488
C -5.954 3.509 -0.374
H -6.094 -1.598 4.373
H 6.950 1.287 -1.367
H 7.881 0.122 0.526
O 3.038 4.783 -3.175
H -1.489 10.285 -0.447
H -5.837 5.566 0.226
C 1.687 2.353 -2.069
C -1.738 8.239 1.426
H -2.604 0.903 2.732
H 1.146 -6.212 -4.179
H -5.269 -1.830 2.220
H -1.492 5.991 -2.390
C -0.555 -7.923 2.581
H -6.746 -0.438 5.523
```

Properties
Gap between HOMO and LUMO, eV: 8.381
2S+1: 1
Relative energy (zero: lowest compared OMol25 entry of this formula, charge and spin), kcal per mole: 0.0
Electronic energy, hartree: -2324.9589
HOMO energy, Ha: -0.3344



Entry 2:
Entry from the OMol25 dataset: C41H85N3O18S2 as an isolated structure (wB97M-V/def2-TZVPD).

Structure (XYZ):
```
149
C41H85N3O18S2 wB97M-V/def2-TZVPD
H 2.281 -4.068 3.344
H -0.117 -2.822 4.412
H -5.019 -0.666 2.996
H 0.769 -3.891 2.446
C 5.040 0.240 1.756
H -2.262 -2.626 2.291
C 0.433 -0.979 -0.655
H -2.538 -4.852 -0.829
H -3.618 -2.563 -3.094
C -3.270 4.325 -1.372
H 2.909 4.707 4.776
H 3.801 1.755 2.673
C -5.409 3.872 -0.765
H 5.821 0.692 2.371
C 1.534 0.048 -6.000
H -4.533 -2.319 1.610
H -0.060 -4.197 -4.535
H -3.806 -0.030 1.811
C 1.706 -3.395 2.707
H -2.714 -4.149 3.010
H 3.646 -0.922 -4.552
H 0.184 5.801 4.981
O -2.065 -4.244 1.030
H -3.929 -3.034 -0.534
H -2.721 5.046 -1.982
O 2.050 1.246 -5.440
C 4.245 -2.910 -0.897
H 0.014 3.535 -1.923
O -5.085 -1.187 -2.643
H 1.621 -1.995 -5.270
C 0.003 -0.750 4.835
O -1.873 1.648 0.063
H 1.362 -1.078 -0.094
H 2.766 -0.907 -3.050
H 1.615 2.840 -1.459
H -4.105 3.062 4.123
C 0.742 -4.541 -2.614
N 1.947 -5.028 -2.980
H 3.548 5.325 -1.898
H 0.796 3.884 0.675
C 0.913 4.501 -0.219
C -4.182 -3.847 0.148
H -1.308 -4.299 -3.201
H -2.860 1.216 -2.216
C 2.630 0.974 -4.156
O 5.212 1.715 -1.494
H -5.210 4.221 1.340
H -6.454 4.085 -0.992
C 2.740 -0.536 -4.073
C -3.349 4.708 0.121
H -2.781 -0.319 -1.436
O 3.431 0.143 -0.980
C -4.918 1.484 2.878
H -2.690 3.401 -1.489
H 1.976 5.049 6.262
C -4.765 0.107 -2.137
H -5.361 2.783 -0.600
H -5.302 0.874 -2.707
O -3.286 0.067 3.803
C 1.961 4.560 5.293
O 3.932 1.939 0.602
H 3.028 4.579 0.153
S -0.802 0.832 0.507
H -4.432 -1.829 -4.500
H 4.948 -2.091 -0.740
O -4.588 4.208 -1.873
C -2.777 1.380 4.056
H -5.288 5.668 0.430
H -1.743 1.498 3.724
H 2.256 -3.220 1.786
N 6.328 -4.134 -0.934
C -4.213 -3.355 1.611
H 0.059 5.184 -0.214
H 6.738 -3.278 -0.606
H 2.138 -4.742 -5.069
C -4.852 4.666 0.406
C 2.489 5.531 -1.703
C 5.005 -4.173 -1.185
H 2.851 0.588 1.809
H -1.031 -0.499 4.578
H -5.745 1.531 3.585
C 1.601 3.058 5.365
H 2.188 -0.303 -6.808
C -3.754 2.362 3.362
H 4.847 -0.738 2.196
H 0.631 -0.956 -4.245
H -5.269 1.840 1.908
H -2.808 3.995 0.740
H 1.757 -6.439 -4.544
H 1.641 2.728 6.402
H -2.003 -0.832 -3.738
C 0.122 3.918 3.877
H -0.046 -0.862 5.922
H -3.277 2.956 2.586
H -5.118 -4.303 -0.169
O 5.472 0.189 0.396
H 2.728 -4.891 -2.338
S 4.468 0.999 -0.548
C 1.009 3.747 -1.531
H -0.346 -2.409 0.759
H 3.755 -3.061 0.068
O 0.278 2.929 4.874
C -4.048 -1.639 -3.493
H 8.136 -4.936 -1.603
O -1.326 -0.612 0.841
H 2.288 2.456 4.760
C 1.484 -2.078 3.403
C 0.844 5.167 4.395
N 0.361 -1.976 4.153
C -0.385 -4.684 -3.611
H 6.726 -6.014 -1.780
C 2.243 5.248 -0.194
C -0.713 -1.667 0.060
C -2.762 -3.578 2.075
H -0.946 4.133 3.791
C -3.024 -0.489 -3.589
C -4.275 0.103 2.793
C -3.269 0.209 -2.259
C 2.273 -5.508 -4.302
H -5.082 0.198 -1.094
H 1.966 1.370 -3.378
H 2.267 6.125 0.453
H -4.871 -3.975 2.217
C 7.198 -5.270 -1.151
H -1.440 -2.114 -0.611
H -0.479 -5.736 -3.896
H 0.477 3.587 2.897
H -3.285 -5.868 0.379
O 1.605 4.695 -2.419
H 0.551 0.249 -6.432
H -2.767 1.559 5.133
H 0.596 0.108 4.552
O 4.446 -5.204 -1.552
H -3.366 0.167 -4.390
H 0.581 -1.352 -1.663
C -3.023 -4.828 0.152
H -2.951 5.707 0.286
O 0.055 0.401 -0.769
H 3.563 1.534 -4.092
H 3.500 -2.637 -1.636
H 2.290 6.572 -1.964
O 0.090 1.337 1.479
H 1.214 5.707 3.523
H 3.331 -5.773 -4.308
H 7.516 -5.713 -0.202
C 1.519 -0.979 -4.882
C 3.788 1.141 1.776
O 0.561 -3.968 -1.544
O 2.267 -1.143 3.275
```

Properties
Gap between HOMO and LUMO, eV: 9.397
2S+1: 1
Electronic energy, hartree: -3928.0932
HOMO energy, Ha: -0.3338